# 1
Computed, not measured: a 2-piece molecular cluster, C4H12NOS overall at a distorted geometry, with wB97M-V/def2-TZVPD.

XYZ file:
```
19
Properties=species:S:1:pos:R:3
C -0.305 1.573 0.706
C 0.750 1.069 1.719
S 1.428 2.655 2.473
C -0.850 0.500 -0.149
N 0.279 -0.558 -0.632
C 0.314 -1.764 0.321
H 0.310 2.278 0.142
H -1.140 2.263 1.016
H 0.227 0.355 2.371
H 1.444 0.333 1.304
H -1.351 0.955 -1.055
H -1.726 -0.092 0.261
H 1.173 -0.054 -0.558
H -0.633 -2.250 0.120
H 1.243 -2.460 0.152
H 0.425 -1.409 1.394
H -0.257 -1.076 -2.396
H -1.026 -0.969 -3.858
O -0.306 -1.350 -3.331
```

The calculation puts the orbital gap at 6.0 eV. As for the total charge: -1. The calculation puts the molecular weight at 122.21 g mol⁻¹. As for the LUMO energy: 3.4 eV.

---

# 2
Computed, not measured: a 2-piece molecular cluster, C4H12NOS overall at a distorted geometry, with wB97M-V/def2-TZVPD.

XYZ file:
```
19
Properties=species:S:1:pos:R:3
C 2.469 -0.460 0.003
N 1.282 -0.072 -0.841
C -0.047 -0.139 -0.274
C -0.989 0.219 -1.428
S -2.819 0.361 -0.852
C 0.004 1.012 0.699
H 2.551 0.331 0.864
H 2.124 -1.517 0.317
H 3.279 -0.334 -0.674
H 1.534 0.855 -1.364
H -0.149 -1.142 0.218
H -0.694 1.173 -1.843
H -0.928 -0.535 -2.207
H 0.808 0.938 1.464
H -0.953 1.107 1.349
H 0.065 1.926 0.093
H -2.089 -0.862 0.900
H -3.151 -1.308 1.917
O -2.294 -1.555 1.659
```

The calculation puts the orbital gap at 6.5 eV. As for the total charge: -1. The calculation puts the molecular weight at 122.21 g mol⁻¹. As for the LUMO energy: 3.7 eV.